No. 1
A 2-piece molecular cluster, C3H8ClO2P overall in a non-equilibrium geometry. Source: OMol25; level of theory: wB97M-V/def2-TZVPD.

Atoms and positions in Å:
C  -2.054818  0.747174  1.832559
C  1.974246  -1.987562  -0.015202
C  -0.105247  1.641859  -1.426500
O  1.825844  -0.565375  -0.085223
O  -1.137757  1.242446  -0.536502
P  -1.060051  0.114134  0.616885
Cl  -1.927189  -1.504945  -0.242523
H  -1.916885  1.822518  2.003637
H  -2.256387  0.132591  2.660854
H  1.252919  -2.606089  -0.496601
H  1.945326  -2.325247  1.035574
H  3.060900  -2.132349  -0.432303
H  0.654632  0.819269  -1.559136
H  0.357939  2.599881  -0.952506
H  -0.613471  2.001701  -2.403019

Atomic forces in eV per Å
C 0.157 1.066 -0.529
C 2.111 1.590 0.963
C 0.676 1.615 -0.394
O -0.443 -1.722 -0.158
O -0.744 -0.129 0.284
P 1.550 0.686 -0.815
Cl -0.445 -0.574 -0.105
H -0.189 -0.450 -0.018
H -0.437 -0.650 0.966
H -0.595 -0.019 -1.197
H 0.455 0.251 -0.163
H -1.872 -0.028 0.639
H -0.770 1.075 -0.058
H -0.371 -1.757 -0.939
H 0.919 -0.955 1.524

Max |F|   2.8 eV/A
Gap between HOMO and LUMO (spin up / spin down)   6.732 / 8.277 eV
LUMO energy (spin up / spin down)   -1.30 / -0.92 eV

Atom charges from the Löwdin analysis, given in e for atoms 1 to 8: number 1, C, carries -0.2190; number 2, C, carries -0.2001; number 3, C, carries -0.1513; number 4, O, carries -0.1614; number 5, O, carries -0.4754; number 6, P, carries 0.4306; number 7, Cl, carries 0.2521; number 8, H, carries 0.0243

---

No. 2
C21H22N5O3S3Y as an isolated structure. Source: OMol25; level of theory: wB97M-V/def2-TZVPD.

Atoms and positions in Å:
Y  0.676756  0.495399  -0.105275
C  -2.103080  -1.217873  1.083118
C  -2.727072  -0.406391  0.137930
C  -2.465363  -0.580334  -1.213427
C  -1.592958  -1.584719  -1.627750
C  -0.984927  -2.403926  -0.687557
C  -1.237354  -2.220922  0.670673
H  -2.289068  -1.059541  2.138083
H  -3.419866  0.354550  0.465963
H  -2.930121  0.066291  -1.946430
H  -1.375416  -1.723697  -2.678854
H  -0.289305  -3.168620  -1.007763
H  -0.729865  -2.840825  1.395450
N  1.345729  2.856699  -0.188610
C  0.261130  3.614070  -0.845756
C  -0.116394  2.873326  -2.134420
O  -0.307772  3.506351  -3.166717
N  -0.101655  1.535164  -1.981805
C  0.019326  0.777044  -3.212400
C  1.025318  -0.351830  -3.017115
O  1.153572  -1.255471  -3.830197
O  1.704849  -0.306893  -1.901287
H  1.538679  3.191305  0.750064
H  2.205245  2.956327  -0.722781
H  0.540160  4.626851  -1.129754
H  -0.587416  3.655796  -0.162737
H  0.362311  1.410635  -4.033936
H  -0.917527  0.335180  -3.561356
S  2.036701  0.966496  2.359126
C  0.495347  1.638074  2.666020
N  -0.462132  1.688134  1.757940
C  -1.578190  2.380460  2.216976
C  -2.700401  2.716766  1.461976
C  -3.726220  3.424254  2.063279
C  -3.645637  3.805338  3.402946
C  -2.522408  3.507071  4.154417
C  -1.488928  2.803826  3.549005
S  0.061791  2.356156  4.197326
H  -2.747536  2.446001  0.415289
H  -4.598499  3.694854  1.482258
H  -4.460747  4.354593  3.855901
H  -2.447089  3.825877  5.186355
C  3.516417  -4.814709  1.171451
N  3.256945  -4.257977  -0.141028
C  3.559742  -4.853432  -1.357307
C  3.148076  -4.008844  -2.322912
N  2.598792  -2.916624  -1.688073
C  2.666939  -3.058286  -0.355296
S  2.132498  -2.017026  0.881069
H  4.060880  -5.746647  1.047624
H  2.580101  -5.000361  1.695272
H  4.106990  -4.116036  1.760473
H  4.037588  -5.814989  -1.415720
H  3.193828  -4.077576  -3.394730
H  2.267255  -2.059361  -2.135002

Atomic forces in eV per Å
Y 0.229 -0.490 0.164
C 0.032 0.014 0.014
C -0.019 -0.033 -0.025
C -0.013 -0.008 0.016
C 0.015 -0.023 -0.019
C 0.085 0.056 0.005
C 0.057 0.077 0.015
H -0.024 -0.015 -0.005
H 0.000 0.005 -0.007
H 0.003 0.006 0.010
H -0.018 -0.022 0.006
H -0.016 -0.013 -0.011
H -0.022 -0.008 0.026
N 0.119 0.066 0.048
C -0.064 -0.120 -0.214
C 0.074 0.012 0.064
O -0.055 -0.016 0.028
N -0.048 0.115 -0.115
C -0.044 0.006 -0.002
C -0.059 -0.051 -0.125
O 0.004 0.069 0.013
O -0.086 -0.052 0.041
H 0.036 0.065 -0.044
H -0.021 0.046 0.013
H 0.058 0.050 0.110
H -0.012 0.038 0.014
H 0.039 0.048 -0.005
H -0.036 -0.012 0.028
S -0.170 -0.039 0.011
C 0.041 -0.041 0.021
N -0.101 0.108 -0.057
C 0.017 -0.019 0.006
C 0.003 0.015 0.009
C 0.011 -0.018 -0.037
C -0.008 0.012 0.034
C 0.001 0.002 0.030
C -0.033 -0.002 -0.024
S -0.010 0.001 0.007
H 0.009 0.007 -0.009
H 0.011 -0.008 0.008
H 0.017 -0.006 -0.013
H 0.004 -0.011 -0.024
C -0.009 0.018 0.002
N 0.029 -0.050 -0.030
C 0.007 -0.029 0.053
C -0.028 0.072 0.026
N 0.094 -0.026 -0.100
C -0.098 -0.114 -0.011
S 0.088 0.236 -0.016
H 0.005 -0.014 0.002
H -0.005 -0.003 0.003
H 0.007 0.003 0.003
H -0.014 0.022 0.013
H -0.008 0.007 0.027
H -0.075 0.068 0.026

Max |F|   0.6 eV/A
Gap between HOMO and LUMO   8.432 eV
LUMO energy   0.41 eV

Atom charges from the Löwdin analysis, given in e for atoms 1 to 8: number 1, Y, carries 1.3699; number 2, C, carries -0.0968; number 3, C, carries -0.1050; number 4, C, carries -0.0910; number 5, C, carries -0.0977; number 6, C, carries -0.1101; number 7, C, carries -0.1352; number 8, H, carries 0.1135

---

No. 3
One molecule with the formula C23H27N3O2. Source: OMol25; level of theory: wB97M-V/def2-TZVPD.

Atoms and positions in Å:
C  7.301012  5.471150  -1.703094
C  6.261140  4.394047  -1.642936
C  4.972111  4.683074  -1.209509
C  3.996040  3.708363  -1.141275
C  4.298134  2.401923  -1.512141
N  3.362209  1.359372  -1.472078
C  2.058514  1.387927  -1.081139
O  1.470002  2.375619  -0.704144
C  1.404482  0.006667  -1.135016
C  -0.118166  0.138284  -1.183054
C  -0.770225  -1.242494  -1.110505
N  -0.346598  -1.930200  0.085786
C  -1.099422  -2.232490  1.163355
O  -0.626367  -2.783296  2.142098
C  -2.586391  -1.862882  1.099188
C  -3.262808  -2.206649  2.430537
C  -4.761505  -2.142959  2.334154
C  -5.526146  -2.134796  3.495594
C  -6.905599  -2.094172  3.437832
C  -7.543205  -2.060687  2.208099
C  -6.792841  -2.071060  1.048241
C  -5.405418  -2.115229  1.100353
C  -4.600178  -2.109744  -0.176853
N  -3.222404  -2.544353  -0.022450
C  1.085512  -2.133383  0.142704
C  1.805214  -0.784591  0.118219
C  5.585823  2.101651  -1.947225
C  6.551783  3.087380  -2.010410
H  8.231976  5.092218  -2.117009
H  6.955860  6.299262  -2.320525
H  7.498915  5.861701  -0.705338
H  4.726508  5.694226  -0.918955
H  3.002806  3.950326  -0.803724
H  3.732078  0.465393  -1.765422
H  1.751255  -0.528492  -2.027098
H  -0.442033  0.752387  -0.341668
H  -0.419358  0.642944  -2.101882
H  -0.450217  -1.840808  -1.973115
H  -1.853970  -1.174954  -1.138355
H  -2.671501  -0.783177  0.918307
H  -2.906528  -1.533106  3.212220
H  -2.958311  -3.217144  2.724038
H  -5.024483  -2.159527  4.452532
H  -7.484726  -2.087457  4.349459
H  -8.621414  -2.028709  2.154894
H  -7.282672  -2.045809  0.084692
H  -5.078069  -2.743991  -0.928087
H  -4.578324  -1.085686  -0.575860
H  -3.199182  -3.545417  0.153448
H  1.394233  -2.741700  -0.715531
H  1.308942  -2.672492  1.064766
H  1.521733  -0.213745  1.004462
H  2.884661  -0.945498  0.148306
H  5.831624  1.088872  -2.237858
H  7.545493  2.833908  -2.351029

Atomic forces in eV per Å
C -0.031 0.025 0.034
C -0.001 0.017 -0.005
C 0.206 -0.155 -0.095
C -0.215 0.027 0.071
C 0.203 0.251 0.015
N 0.331 -0.239 -0.159
C -0.097 -0.631 -0.257
O -0.114 0.278 0.127
C -0.224 0.360 0.320
C 0.163 -0.221 -0.159
C -0.188 0.517 -0.147
N 0.334 -0.077 -0.247
C -0.257 0.044 -0.062
O -0.035 -0.066 0.335
C -0.041 -0.241 0.402
C 0.222 0.039 -0.180
C -0.053 0.042 -0.060
C -0.033 0.001 -0.049
C -0.022 0.001 0.105
C -0.115 0.007 -0.063
C 0.035 0.008 0.036
C 0.012 0.001 0.021
C -0.018 0.093 -0.084
N -0.045 -0.245 0.000
C 0.278 -0.038 0.378
C -0.041 -0.260 -0.229
C -0.151 -0.024 0.040
C -0.069 0.064 0.033
H 0.084 0.033 -0.022
H 0.058 0.082 -0.040
H 0.084 0.067 0.028
H -0.047 0.113 0.036
H -0.030 -0.002 0.008
H -0.208 0.116 0.067
H 0.022 0.000 0.012
H -0.040 0.028 -0.020
H -0.043 0.053 0.001
H -0.116 -0.010 0.001
H 0.140 -0.043 -0.074
H 0.017 -0.045 -0.034
H 0.010 -0.065 0.033
H 0.057 0.128 -0.001
H 0.051 0.003 0.114
H -0.046 0.000 0.073
H -0.088 0.000 -0.001
H -0.078 -0.006 -0.105
H -0.004 0.100 0.027
H -0.051 -0.108 -0.061
H 0.006 0.044 -0.023
H 0.002 -0.003 0.026
H 0.007 0.018 -0.203
H 0.031 0.027 0.053
H 0.029 0.010 0.045
H 0.021 -0.104 -0.030
H 0.095 -0.014 -0.032

Max |F|   0.7 eV/A
Gap between HOMO and LUMO   8.947 eV
LUMO energy   0.61 eV
SMILES string   Cc1ccc(NC(=O)C2CCN(C(=O)[C@@H]3Cc4ccccc4CN3)CC2)cc1

Atom charges from the Löwdin analysis, given in e for atoms 1 to 8: number 1, C, carries -0.0563; number 2, C, carries -0.2906; number 3, C, carries -0.0379; number 4, C, carries -0.0045; number 5, C, carries -0.2211; number 6, N, carries 0.1317; number 7, C, carries -0.4388; number 8, O, carries 0.0852

---

No. 4
A 2-piece molecular cluster, C4H11NO overall in a non-equilibrium geometry. Source: OMol25; level of theory: wB97M-V/def2-TZVPD.

Atoms and positions in Å:
C  0.091415  0.567104  -0.395709
C  -0.990360  0.499702  0.414748
C  -1.942713  1.648186  0.547907
N  -1.530274  -0.663650  0.967443
C  -0.957677  -1.967207  0.984923
H  0.505947  1.589094  -0.525922
H  0.791491  -0.265976  -0.214867
H  -2.544393  1.872747  1.563525
H  -2.678943  1.514188  -0.223316
H  -1.595917  2.638419  0.195306
H  -2.054248  -0.485913  1.826856
H  -0.416937  -2.184063  0.045452
H  -1.755833  -2.709600  1.043018
H  -0.208533  -2.163905  1.768075
O  4.747359  0.184931  -2.764438
H  5.254752  0.371240  -1.957370
H  5.284863  -0.445300  -3.275634

Atomic forces in eV per Å
C 0.713 0.219 2.220
C -0.262 -0.215 -0.259
C -1.480 2.006 1.184
N -0.550 0.905 0.930
C 1.129 -0.864 -0.933
H -0.355 -0.991 -0.507
H -0.144 0.450 -0.898
H 1.617 -1.012 -2.070
H -0.926 -0.563 -0.105
H 0.738 -0.554 0.614
H 0.078 0.109 -0.694
H -0.378 0.270 0.219
H 0.070 0.026 0.187
H -0.253 0.212 0.113
O 0.473 -0.239 0.063
H -0.201 -0.156 -0.450
H -0.270 0.395 0.387

Max |F|   2.8 eV/A
Gap between HOMO and LUMO   8.928 eV
LUMO energy   1.01 eV
SMILES string   C=C(C)NC.O

Atom charges from the Löwdin analysis, given in e for atoms 1 to 8: number 1, C, carries 0.0058; number 2, C, carries -0.4488; number 3, C, carries -0.0850; number 4, N, carries -0.0746; number 5, C, carries -0.1299; number 6, H, carries 0.0607; number 7, H, carries 0.0445; number 8, H, carries 0.1229

---

What E values result from the calculations? In sequence: -29142.985, -69282.851, -32856.314, -7862.488 eV.
What energy above the lowest of the compared OMol25 structures with the same formula, charge and spin values result from the calculations? In sequence: 469.0, 0.0, 61.1, 199.3 kJ/mol.